(1)
Computed, not measured: a structure of composition C29H36N8O3Se2SiTe2Zr, with ωB97M-V with the def2-TZVPD basis set.

The geometry in XYZ format:
```
82
Properties=species:S:1:pos:R:3:forces:R:3:mulliken_charge:R:1
Zr -0.147 0.011 -0.463 -1.232 0.489 -0.358 -1.841
N -2.561 -0.765 -1.363 0.145 -0.134 -0.038 1.149
C -3.288 -1.216 -0.195 0.093 0.131 0.174 1.589
C -4.608 -1.921 -0.423 -0.065 -0.088 0.023 -1.077
C -5.687 -0.992 -0.977 -0.106 0.075 -0.075 -0.926
C -5.793 0.327 -0.216 0.116 0.022 0.086 -0.519
N -5.894 0.061 1.225 -0.031 0.124 0.087 -0.058
C -5.466 0.849 2.202 0.000 -0.005 -0.095 0.804
N -5.660 0.479 3.478 -0.055 0.014 0.056 -0.443
N -4.906 2.030 1.950 -0.066 -0.023 -0.122 -0.298
C -2.300 -2.004 0.661 0.164 -0.059 0.054 -0.297
O -2.610 -2.973 1.318 -0.161 0.029 -0.056 -0.738
O -1.112 -1.467 0.631 0.206 -0.387 0.136 0.133
H -2.920 0.073 -1.800 -0.014 0.052 0.050 -0.256
H -2.473 -1.497 -2.063 0.051 0.061 -0.047 -0.284
H -3.438 -0.313 0.416 -0.034 -0.105 -0.054 -0.443
H -4.916 -2.359 0.529 0.006 -0.009 0.003 0.341
H -4.472 -2.773 -1.093 0.019 0.034 -0.039 0.357
H -6.656 -1.499 -0.975 -0.021 -0.009 0.017 0.437
H -5.487 -0.737 -2.021 0.036 -0.016 0.017 0.382
H -6.650 0.917 -0.541 -0.023 -0.034 -0.023 0.385
H -4.891 0.916 -0.390 -0.021 0.013 -0.027 0.074
H -6.283 -0.828 1.495 0.024 -0.029 -0.017 0.241
H -6.012 -0.439 3.683 0.016 -0.020 0.013 0.193
H -5.104 0.913 4.196 0.022 -0.014 0.011 0.246
H -4.400 2.161 1.073 -0.006 0.004 -0.006 -0.057
H -4.480 2.523 2.720 -0.014 -0.005 0.018 0.356
C -1.585 -3.357 -4.315 -0.014 -0.023 0.024 -0.650
C -0.743 -2.362 -4.791 0.014 0.004 -0.010 -0.818
C 0.200 -1.774 -3.959 -0.103 -0.058 -0.042 -0.412
C 0.274 -2.185 -2.645 0.190 0.152 0.200 1.154
C -0.535 -3.199 -2.153 -0.096 -0.001 -0.020 -0.753
C -1.472 -3.782 -2.996 0.038 0.009 0.010 -0.556
N 1.198 -1.511 -1.710 0.073 0.009 -0.530 1.640
N 2.210 -0.706 -2.423 -0.145 0.011 0.220 -1.182
C 2.381 0.536 -1.973 0.352 -0.168 -0.330 0.247
C 3.443 1.238 -2.643 -0.002 0.018 0.044 -0.772
C 3.697 2.537 -2.360 0.029 0.039 -0.011 -0.236
C 2.914 3.214 -1.396 -0.033 -0.016 0.022 -0.990
C 1.937 2.503 -0.772 -0.082 -0.017 0.095 -0.452
N 1.672 1.194 -1.012 0.315 -0.089 -0.255 0.865
H -2.315 -3.814 -4.970 -0.008 -0.002 -0.021 0.411
H -0.813 -2.040 -5.822 -0.007 -0.003 -0.018 0.429
H 0.874 -1.005 -4.298 0.017 0.011 -0.002 0.862
H -0.446 -3.517 -1.121 0.004 0.000 -0.023 0.265
H -2.105 -4.574 -2.617 -0.016 -0.009 -0.006 0.464
H 4.016 0.682 -3.371 0.005 -0.013 -0.015 0.497
H 4.498 3.052 -2.875 0.007 0.022 0.004 0.394
H 3.069 4.254 -1.152 0.018 0.020 -0.004 0.451
H 1.293 2.965 -0.033 0.036 0.017 -0.034 0.325
Se -1.972 2.077 0.251 0.116 -0.145 0.127 -0.420
Te -1.714 1.247 2.647 0.030 -0.011 0.052 -0.155
Te 1.000 1.253 2.501 0.114 0.063 0.067 -0.187
Se 1.750 -0.849 1.440 -0.105 0.093 0.239 -0.050
C -2.527 1.224 -4.265 -0.075 -0.023 -0.042 -1.190
Si -0.839 1.666 -3.574 0.060 -0.284 0.304 0.890
C 0.424 1.525 -4.940 0.023 0.078 -0.066 -1.124
C -0.875 3.446 -3.023 0.072 0.090 0.042 -1.141
O -0.529 0.656 -2.319 0.069 0.115 0.010 0.407
H -2.705 1.742 -5.210 -0.022 0.013 -0.030 0.477
H -3.334 1.511 -3.585 -0.016 0.010 0.040 0.244
H -2.602 0.150 -4.456 0.009 -0.024 -0.014 0.274
H 0.318 2.390 -5.600 0.022 0.019 -0.034 0.510
H 0.299 0.632 -5.552 -0.026 -0.040 -0.033 0.301
H 1.441 1.532 -4.545 0.016 -0.004 0.028 0.260
H -1.238 4.064 -3.848 -0.001 0.069 -0.011 0.428
H 0.128 3.789 -2.761 0.013 0.003 -0.002 0.205
H -1.517 3.622 -2.159 -0.042 -0.034 -0.010 0.237
N 5.706 -7.905 3.440 0.020 -0.029 0.017 -0.507
C 5.157 -7.126 2.798 -0.037 0.062 -0.030 -0.005
C 4.466 -6.151 1.995 0.069 -0.101 0.063 0.610
C 5.085 -5.625 0.864 -0.038 0.047 -0.026 -0.739
C 4.416 -4.695 0.090 0.026 -0.038 -0.010 -0.534
C 3.130 -4.286 0.443 -0.101 0.090 0.031 -0.338
C 2.519 -4.812 1.582 0.010 -0.034 0.062 -0.237
C 3.184 -5.745 2.355 -0.023 0.036 -0.027 -0.808
C 2.436 -3.311 -0.343 0.021 0.005 -0.276 0.729
C 1.871 -2.483 -1.002 0.140 -0.040 0.450 -0.717
H 6.083 -5.942 0.598 0.007 -0.019 0.006 0.443
H 4.880 -4.277 -0.792 0.009 0.006 -0.002 0.496
H 1.531 -4.470 1.859 -0.004 0.008 -0.004 0.573
H 2.719 -6.155 3.241 0.004 -0.007 -0.005 0.433
```
Forces are in eV/Å.

Output
Net charge: 0
Electronic energy: -7466.1268 hartree
ΔE to the lowest compared entry with this formula, charge and spin: 98.3 kJ/mol
Strongest force on any atom: 1.4 eV/A
HOMO level: -6.9 eV
E_LUMO: -0.74 eV

(2)
Computed, not measured: a structure of composition C7H16ClIN2O2PPrS, with ωB97M-V with the def2-TZVPD basis set.

The geometry in XYZ format:
```
32
Properties=species:S:1:pos:R:3:forces:R:3:mulliken_charge:R:1
C -2.139 -0.531 -0.406 0.352 0.269 0.368 -0.906
C -1.916 -1.127 0.978 -3.273 -4.154 0.551 0.439
H -3.094 -0.956 -0.750 0.315 0.280 0.031 0.286
H -1.338 -0.805 -1.106 -0.124 0.167 0.095 0.235
H -2.229 0.559 -0.320 -0.203 -0.226 -0.167 0.227
O -2.899 -1.311 1.770 1.073 1.253 -1.189 -0.660
I -0.192 -0.465 2.156 2.271 2.237 0.026 -0.111
Pr 1.704 1.378 -1.402 1.252 -3.059 -1.086 1.268
P -1.238 -3.050 0.801 -0.584 1.832 -0.090 0.901
C -1.009 -3.629 2.500 0.122 -0.313 -0.279 -1.242
C -2.543 -4.007 0.008 0.066 -0.346 -0.127 -1.303
H 0.265 -2.481 -1.036 -0.178 -0.238 0.265 0.284
H 0.415 -4.176 -0.463 0.234 0.331 -0.114 0.416
H 1.140 -2.852 0.485 -0.234 -0.069 -0.131 0.292
C 0.289 -3.129 -0.148 0.429 -0.946 -0.086 -1.006
H -2.365 -4.088 -1.075 -0.087 0.085 0.344 0.377
H -2.530 -5.018 0.442 -0.151 0.252 -0.233 0.428
H -1.204 -4.713 2.519 0.161 0.348 0.130 0.444
H -1.734 -3.115 3.151 0.226 -0.107 -0.299 0.413
H -3.520 -3.539 0.198 0.335 -0.111 0.051 0.382
H 0.026 -3.410 2.799 -0.446 -0.225 0.076 0.356
C -0.212 2.362 -0.316 -6.029 3.423 3.487 0.136
O -1.078 2.948 0.193 4.062 -2.652 -2.418 -0.042
Cl 0.915 -0.373 -3.100 0.389 1.007 0.915 -0.352
N 2.705 3.552 -0.109 -0.462 -0.121 0.585 -0.605
C 2.443 4.356 -1.269 0.923 1.655 0.421 0.780
N 3.032 5.555 -1.254 -1.019 -1.038 0.003 -0.350
S 1.546 3.784 -2.604 0.296 0.613 0.502 -0.231
H 3.537 3.841 0.424 -0.063 -0.158 -0.560 0.323
H 1.961 3.581 0.614 0.111 0.142 -0.674 0.281
H 2.879 6.179 -2.046 0.255 -0.051 0.233 0.272
H 3.386 5.942 -0.373 -0.017 -0.081 -0.631 0.268
```
Forces are in eV/Å.

Output
Net charge: +2
Electronic energy: -2550.1973 hartree
Strongest force on any atom: 7.8 eV/A
HOMO level (alpha / beta): -13.0 / -13.0 eV
E_LUMO (alpha / beta): -9.03 / -8.66 eV
Spin multiplicity: 3

(3)
Computed, not measured: a structure of composition C4H7NO4, with ωB97M-V with the def2-TZVPD basis set.

The geometry in XYZ format:
```
16
Properties=species:S:1:pos:R:3:forces:R:3:mulliken_charge:R:1
C -0.239 2.045 0.150 -0.269 -0.029 -0.091 -1.270
C -0.491 -0.868 -1.067 1.544 -1.052 -0.827 0.620
C -0.305 0.609 0.598 1.469 -0.202 0.497 0.660
N -1.559 -1.579 -0.644 -0.683 0.127 0.412 -0.428
O -0.282 -0.287 -2.080 0.000 -0.395 0.895 -0.451
O -0.882 0.228 1.582 -0.339 -0.067 -0.148 -0.558
H -1.819 -2.349 -1.244 0.066 0.230 -0.175 0.280
H -1.653 -1.787 0.338 0.438 0.105 0.050 0.237
H -0.207 2.107 -0.937 0.008 0.034 0.011 0.301
H 0.680 2.487 0.544 -0.001 -0.102 0.007 0.310
H -1.088 2.605 0.544 0.009 -0.003 -0.035 0.383
C 1.328 -0.425 0.117 -1.092 1.469 0.280 0.075
O 2.097 -0.381 1.220 -0.050 -0.180 -0.036 -0.459
O 0.909 -1.590 -0.290 -1.203 0.053 -0.756 -0.567
H 1.846 -1.122 1.793 -0.007 0.056 -0.086 0.369
H 1.665 0.307 -0.623 0.109 -0.044 0.000 0.496
```
Forces are in eV/Å.

Output
Net charge: 0
Electronic energy: -512.2344 hartree
ΔE to the lowest compared entry with this formula, charge and spin: 388.7 kJ/mol
Strongest force on any atom: 2.0 eV/A
HOMO level: -8.0 eV
E_LUMO: -0.48 eV

- Which value of electronic energy does entry 2 give?
  -2550.1973 hartree

- Which of these has the lowest strongest force on any atom?
  C29H36N8O3Se2SiTe2Zr